Molecular formula: C3H7NOS
Method: DFT, the ωB97M-V functional and the def2-TZVPD basis

ΔE to the lowest compared entry with this formula, charge and spin (kJ/mol): 604.5
M (u): 105.16
Highest occupied orbital energy (eV): -8.53
Calculated total energy (eV): -17591.6641
Structure (SMILES): C=[S@H](=O)N1CC1

Last column: natural (NBO) charge in e.
Atoms and positions in Å:
C1 -2.44488 -0.70955 -0.19889  -0.9740
S1 -1.04212 0.13184 0.22521  1.6798
O1 -1.08457 1.51408 -0.23740  -0.9348
N1 0.63204 -0.43354 -0.04752  -0.6236
C2 1.57792 0.27274 -0.81150  -0.2415
C3 1.62348 0.24497 0.71492  -0.2625
H1 -2.81066 -0.78930 -1.19424  0.2290
H2 -2.40092 -1.85338 0.28914  0.2140
H3 -1.25410 0.00443 1.61363  0.0689
H4 1.27409 1.23350 -1.32765  0.2236
H5 2.18608 -0.35774 -1.40611  0.2069
H6 2.30643 -0.43129 1.05681  0.1983
H7 1.43722 1.17324 1.32362  0.2158

***

Molecular formula: C13H17ClF4N2O
Method: DFT, the ωB97M-V functional and the def2-TZVPD basis

M (u): 328.74
Highest occupied orbital energy (eV): -9.67
Calculated total energy (eV): -42174.4033
Structure (SMILES): [H]/N=C\C[C@@]1(C(F)(F)F)O[C@H](CCCCl)[C@@](C#C)(CN)[C@H]1F

Last column: natural (NBO) charge in e.
Atoms and positions in Å:
H1 2.41692 1.76335 -1.81900  0.3227
N1 2.11354 2.69141 -2.11427  -0.5850
C1 1.15733 3.10197 -1.39956  0.1501
C2 0.47953 2.45074 -0.22292  -0.4918
C3 0.83965 1.01351 0.14496  0.1447
C4 2.29602 0.93209 0.72458  0.9635
F1 2.92420 2.13138 0.64991  -0.3201
F2 2.32281 0.55190 2.00915  -0.3008
F3 3.03727 0.04355 0.01091  -0.3296
O1 -0.02590 0.67635 1.25206  -0.5202
C5 -1.10522 -0.19122 0.87430  0.1400
C6 -1.29793 -1.39404 1.78018  -0.4364
C7 -0.30129 -2.54712 1.71379  -0.4310
C8 1.07606 -2.26710 2.28973  -0.3612
Cl1 1.01359 -1.72274 3.98315  -0.0704
C9 -0.98947 -0.37651 -0.66001  -0.2301
C10 -1.36237 -1.68653 -1.16963  -0.0060
C11 -1.67383 -2.75736 -1.60526  -0.2071
C12 -1.92604 0.64127 -1.39557  -0.1909
N2 -1.26734 1.30998 -2.50983  -0.8488
C13 0.50981 -0.12686 -0.80415  0.2307
F4 1.03233 -0.08526 -2.06759  -0.3347
H2 0.75877 4.08327 -1.65051  0.1620
H3 0.67806 3.05832 0.65918  0.2462
H4 -0.58688 2.51174 -0.39026  0.2347
H5 -2.00759 0.40363 1.03322  0.1858
H6 -1.25716 -1.01146 2.79883  0.2401
H7 -2.31331 -1.74835 1.63679  0.2249
H8 -0.71654 -3.36528 2.30049  0.2188
H9 -0.16385 -2.93409 0.70781  0.2251
H10 1.64619 -1.56506 1.69836  0.2064
H11 1.63804 -3.19400 2.29821  0.2146
H12 -1.95465 -3.73427 -1.90138  0.2410
H13 -2.82057 0.10925 -1.71890  0.1933
H14 -2.26226 1.41434 -0.71171  0.1907
H15 -1.09980 0.69295 -3.28998  0.3743
H16 -1.77704 2.12813 -2.80407  0.3694
H17 0.96889 -1.00191 -0.33100  0.1851

***

Molecular formula: CHO6S2
Method: DFT, the ωB97M-V functional and the def2-TZVPD basis

Total charge: -1
ΔE to the lowest compared entry with this formula, charge and spin (kJ/mol): 82.9
M (u): 173.15
Highest occupied orbital energy (eV): -5.43
Calculated total energy (eV): -35008.4064

Last column: natural (NBO) charge in e.
Atoms and positions in Å:
C1 0.05154 0.00606 -0.64882  -0.1352
O1 1.06280 2.19784 0.95980  -0.9447
O2 2.29797 -1.74314 -0.89393  -0.9157
O3 0.91684 -2.27824 1.05336  -0.9443
O4 2.44878 1.40564 -0.94506  -0.9080
O5 -0.14145 0.16687 -1.89939  -0.7162
O6 2.04972 -0.07093 1.00774  -0.8761
S1 1.32124 -1.32831 0.02550  2.0885
S2 1.46031 1.13876 0.03036  2.1703
H1 -0.84127 -0.21562 -0.04774  0.1816

***

Molecular formula: C28H24ClCrIN4O5STe
Method: DFT, the ωB97M-V functional and the def2-TZVPD basis

Total charge: -2
M (u): 870.54
Highest occupied orbital energy (spin up / spin down) (eV): 0.24 / -1.16
Calculated total energy (eV): -112801.1807
Spin multiplicity: 5

Last column: Mulliken spin population.
Atoms and positions in Å:
Cr1 -0.56215 -0.40588 1.00734  3.0612
Cl1 -0.91656 -4.60456 6.47205  0.0002
C1 -1.14555 -3.29832 5.32095  0.0067
C2 -1.92403 -2.23207 5.67006  -0.0026
C3 -2.12794 -1.17516 4.77370  -0.0083
I1 -3.33572 0.43623 5.31847  0.0008
C4 -1.55469 -1.14835 3.50358  -0.0304
O1 -1.72093 -0.22302 2.64063  -0.0337
C5 -0.72789 -2.29019 3.17184  0.0346
N1 -0.17079 -2.25183 1.93572  -0.0157
C6 0.60308 -3.22898 1.53340  0.0314
C7 0.86569 -4.34305 2.35110  -0.0015
C8 0.31107 -4.41517 3.59677  -0.0019
C9 -0.51832 -3.36340 4.05263  -0.0067
H1 -2.38140 -2.20434 6.65009  -0.0003
H2 1.00785 -3.14554 0.53084  -0.0107
H3 1.50990 -5.12835 1.98046  -0.0006
H4 0.49875 -5.26291 4.24168  0.0000
O2 3.13558 -0.65418 2.37894  0.0514
C10 2.15743 -0.31297 1.71530  -0.0069
O3 1.03872 0.12003 2.20266  0.0009
C11 2.18667 -0.31207 0.21779  0.3204
C12 3.38546 -0.14352 -0.44828  -0.1464
C13 3.39641 0.26561 -1.76912  0.4219
C14 2.14719 0.57115 -2.39420  -0.0942
C15 2.07339 1.16804 -3.65874  0.0479
C16 0.85739 1.43959 -4.26850  0.0240
C17 -0.31611 1.09505 -3.60744  0.0189
C18 -0.27844 0.51929 -2.34598  0.0156
C19 0.93825 0.27184 -1.69342  0.0988
N2 0.96054 -0.21464 -0.40538  0.1336
H5 4.29364 -0.28978 0.12151  -0.0122
H6 4.32054 0.43772 -2.30764  0.0438
H7 3.00451 1.41382 -4.15992  -0.0052
H8 0.82542 1.90305 -5.24773  0.0135
H9 -1.27694 1.25272 -4.08363  0.0076
H10 -1.19423 0.21965 -1.84835  -0.0039
C20 -0.11134 -4.80073 -3.55835  0.0115
Te1 -0.79070 -3.17600 -2.18884  0.0113
C21 -2.38753 -4.49247 -1.65241  0.0019
H11 -0.87346 -5.00674 -4.31110  0.0000
H12 0.10602 -5.71748 -3.00894  -0.0001
H13 0.79740 -4.46976 -4.06150  -0.0006
H14 -1.98928 -5.36468 -1.13622  -0.0002
H15 -2.91055 -4.80721 -2.55473  0.0004
H16 -3.04841 -3.93659 -0.99488  0.0015
S1 -2.17340 -1.41611 -0.22231  0.0366
O4 2.29345 6.15425 -2.33429  -0.0002
C22 1.24933 6.73740 -1.59859  0.0004
N3 0.20918 5.81729 -1.19769  -0.0005
C23 0.59088 4.76666 -0.37711  -0.0027
O5 1.73564 4.67547 0.03847  0.0009
C24 -0.48561 3.80259 -0.02946  -0.0146
C25 -1.83819 4.12883 -0.08153  0.0114
C26 -2.77358 3.16148 0.23545  -0.0156
C27 -2.33329 1.88648 0.55440  0.0043
N4 -1.03290 1.57507 0.59082  -0.0451
C28 -0.12614 2.51098 0.33770  0.0358
H17 2.63323 5.43194 -1.78139  0.0001
H18 0.79752 7.49286 -2.24116  0.0002
H19 1.62922 7.21753 -0.69179  -0.0001
H20 -0.45705 5.57076 -1.91508  -0.0002
H21 -2.14841 5.13445 -0.33804  0.0010
H22 -3.83321 3.37422 0.22046  0.0003
H23 -3.00978 1.06402 0.75337  0.0140
H24 0.91516 2.22002 0.39556  -0.0033

***

Molecular formula: H12O6
Method: DFT, the ωB97M-V functional and the def2-TZVPD basis

ΔE to the lowest compared entry with this formula, charge and spin (kJ/mol): 129.6
M (u): 108.09
Highest occupied orbital energy (eV): -10.77
Calculated total energy (eV): -12479.7707
Structure (SMILES): O.O.O.O.O.O

Last column: natural (NBO) charge in e.
Atoms and positions in Å:
O1 0.94748 0.05884 -0.71391  -0.9747
H1 0.00259 0.21143 -0.87368  0.4830
H2 1.00229 -0.83525 -0.34571  0.4844
O2 -1.90434 0.44150 -0.21894  -0.9584
H3 -1.66649 0.55174 0.71196  0.4872
H4 -2.74621 -0.03523 -0.21242  0.4882
O3 0.40304 -1.67855 1.48286  -0.9555
H5 0.72751 -1.38196 2.34239  0.4857
H6 -0.55698 -1.67387 1.56555  0.4747
O4 2.17646 -4.32018 0.48585  -0.9433
H7 1.52062 -3.61525 0.55851  0.4769
H8 2.83022 -4.11391 1.16206  0.4654
O5 -2.56834 2.95214 -1.54920  -0.9578
H9 -2.96875 2.71557 -2.39232  0.4648
H10 -2.45181 2.10952 -1.07500  0.4811
O6 2.10363 3.03435 -0.37878  -0.9514
H11 1.90939 2.12162 -0.11900  0.4849
H12 1.23968 3.45751 -0.43023  0.4647